No. 1
11
Properties=species:S:1:pos:R:3:nbo_charge:R:1 method="wB97M-V/def2-TZVPD" orbital_gap_ev=10.699 e_homo_ev=-10.0 e_above_lowest_kcal_mol=61.2
C -2.499 -0.215 -0.034 -0.189
C -1.237 -0.258 -0.135 -0.023
C 0.085 -0.306 0.368 -0.032
C 0.928 0.807 -0.106 -0.632
O 0.727 -1.560 -0.138 -0.706
H -3.542 -0.310 -0.225 0.237
H 0.202 -0.255 1.485 0.207
H 1.945 0.846 0.395 0.215
H 1.237 0.685 -1.263 0.217
H 0.405 1.868 -0.080 0.240
H 1.748 -1.302 -0.267 0.465

No. 2
11
Properties=species:S:1:pos:R:3:nbo_charge:R:1 method="wB97M-V/def2-TZVPD" orbital_gap_ev=10.330 e_homo_ev=-10.1 e_above_lowest_kcal_mol=55.4
C -0.791 1.528 0.920 -0.371
C -0.652 0.447 0.198 -0.187
C 0.661 -0.335 0.000 -0.571
C 0.588 -1.342 -1.115 0.428
O 1.526 -1.587 -2.087 -0.543
H -1.704 2.107 1.036 0.208
H 0.035 2.118 1.295 0.195
H -1.537 -0.148 -0.077 0.205
H 1.711 0.138 -0.164 0.261
H 0.727 -1.039 1.018 0.258
H -0.565 -1.887 -1.024 0.118

No. 3
11
Properties=species:S:1:pos:R:3:nbo_charge:R:1 method="wB97M-V/def2-TZVPD" orbital_gap_ev=9.896 e_homo_ev=-9.7 e_above_lowest_kcal_mol=9.1
C 2.015 -0.074 0.042 -0.275
C 0.802 -0.659 -0.063 -0.332
C -0.444 0.143 -0.064 0.527
C -1.756 -0.600 0.042 -0.723
O -0.399 1.361 -0.021 -0.544
H 2.152 0.993 0.161 0.223
H 2.883 -0.784 0.092 0.201
H 0.709 -1.710 -0.110 0.202
H -2.602 -0.020 -0.524 0.251
H -2.111 -0.566 1.144 0.253
H -1.539 -1.666 -0.336 0.218